The following is a DFT calculation (ωB97M-V/def2-TZVPD) of C23H25CaF3NO4S as an isolated structure.

Each line ends with the natural charge from an NBO analysis.
Geometry (Å):
C 2.18 0.25 2.70  -0.327
C 2.22 -0.61 1.56  -0.313
C 2.15 0.20 0.39  -0.390
H 2.33 -1.71 1.57  0.233
C 2.04 1.57 0.79  -0.495
C 2.08 1.60 2.24  -0.454
H 1.97 2.44 0.12  0.199
C -1.15 -2.79 2.68  -0.317
C -0.05 -3.39 2.02  -0.347
C -0.22 -3.19 0.64  -0.333
H 0.76 -3.90 2.52  0.188
C -1.53 -2.68 0.39  -0.198
C -2.12 -2.46 1.72  -0.385
H 2.25 -0.16 -0.66  0.214
H 2.13 2.51 2.86  0.212
H 2.33 -0.08 3.75  0.218
H -3.12 -2.09 1.92  0.191
H 0.49 -3.47 -0.13  0.184
H -1.23 -2.60 3.76  0.200
Ca -0.57 1.18 1.61  1.808
C -1.82 -1.77 -0.85  -0.024
C -3.34 -1.60 -1.19  -0.615
C -1.05 -2.01 -2.18  -0.611
H -3.88 -2.57 -1.20  0.228
H -3.46 -1.15 -2.20  0.184
H -3.84 -0.93 -0.46  0.208
H -1.15 -3.04 -2.58  0.214
H 0.02 -1.79 -2.10  0.212
H -1.44 -1.36 -2.98  0.197
C -1.33 -0.40 -0.30  -0.600
C -1.66 0.94 -0.97  0.752
H -0.23 -0.38 -0.16  0.278
H -1.83 -0.33 0.67  0.221
O -2.17 1.88 -0.26  -0.658
N -1.27 1.10 -2.30  -0.732
C -0.09 2.03 -2.57  -0.226
H -2.04 1.45 -2.87  0.396
C 1.17 1.42 -3.13  -0.054
C 2.29 2.25 -2.99  -0.202
H 2.15 3.27 -2.61  0.208
C 3.56 1.77 -3.33  -0.203
H 4.43 2.42 -3.19  0.215
C 3.67 0.48 -3.89  -0.240
H 4.65 0.13 -4.22  0.209
C 2.55 -0.36 -4.04  -0.151
H 2.64 -1.36 -4.48  0.208
C 1.28 0.13 -3.67  -0.230
H 0.38 -0.46 -3.83  0.232
H 0.15 2.49 -1.57  0.210
H -0.36 2.91 -3.23  0.211
F -1.92 3.55 5.22  -0.311
C -1.06 2.56 4.90  0.721
F -0.19 3.06 3.95  -0.348
F -0.31 2.29 5.99  -0.313
S -1.78 0.94 4.23  2.272
O -2.59 0.30 5.22  -0.898
O -2.47 1.35 2.95  -1.054
O -0.56 0.19 3.78  -0.993

Output
charge	-1
HOMO-LUMO gap	5.24	eV

---

The following is a DFT calculation (ωB97M-V/def2-TZVPD) of C47H68BN7O4S3SeSr as an isolated structure.

Each line ends with the Löwdin charge.
Geometry (Å):
Sr -0.21 1.78 0.69  1.179
C 0.65 -6.29 2.08  -0.060
C 1.35 -5.53 0.94  -0.564
C 0.72 -5.97 -0.38  -0.075
C 2.83 -5.94 0.91  -0.058
C 1.24 -4.03 1.16  -0.204
C 0.68 -3.16 0.24  -0.099
C 0.60 -1.79 0.46  -0.379
Se -0.34 -0.76 -0.88  1.024
C 1.09 -0.32 -2.10  -0.396
C 1.38 -1.21 -3.11  -0.093
C 2.40 -0.96 -4.03  -0.195
C 3.08 0.23 -3.88  -0.011
C 2.83 1.18 -2.88  -0.089
C 1.80 0.92 -1.92  -0.392
O 1.50 1.71 -0.96  -0.307
C 3.67 2.46 -2.94  -0.531
C 5.16 2.11 -2.80  -0.061
C 3.45 3.15 -4.31  -0.056
C 3.35 3.51 -1.87  -0.067
C 2.67 -1.96 -5.15  -0.564
C 2.96 -3.35 -4.56  -0.060
C 1.44 -2.06 -6.07  -0.055
C 3.87 -1.56 -6.01  -0.080
C 1.12 -1.19 1.65  -0.394
O 1.09 0.08 1.86  -0.279
C 1.68 -2.10 2.62  -0.085
C 1.71 -3.45 2.34  -0.005
C 2.20 -1.55 3.95  -0.531
C 1.07 -0.81 4.68  -0.038
C 2.70 -2.65 4.89  -0.087
C 3.38 -0.60 3.69  -0.042
H 0.69 -7.37 1.90  0.073
H -0.39 -5.98 2.15  0.083
H 1.12 -6.09 3.04  0.071
H 0.79 -7.05 -0.49  0.076
H 1.21 -5.51 -1.24  0.079
H -0.34 -5.69 -0.42  0.084
H 2.94 -7.02 0.77  0.074
H 3.33 -5.67 1.84  0.073
H 3.35 -5.43 0.10  0.086
H 0.27 -3.53 -0.69  0.082
H 0.78 -2.11 -3.18  0.093
H 3.87 0.47 -4.59  0.082
H 5.49 1.40 -3.56  0.066
H 5.34 1.66 -1.82  0.086
H 5.77 3.02 -2.88  0.074
H 3.82 2.54 -5.13  0.067
H 3.97 4.11 -4.34  0.074
H 2.38 3.33 -4.47  0.094
H 3.53 3.11 -0.87  0.057
H 2.31 3.83 -1.90  0.087
H 4.00 4.37 -2.03  0.078
H 2.12 -3.71 -3.96  0.069
H 3.83 -3.32 -3.91  0.087
H 3.14 -4.08 -5.36  0.073
H 0.56 -2.36 -5.51  0.078
H 1.61 -2.79 -6.87  0.073
H 1.23 -1.08 -6.52  0.088
H 4.78 -1.48 -5.41  0.083
H 3.70 -0.60 -6.50  0.080
H 4.04 -2.31 -6.78  0.075
H 2.14 -4.11 3.09  0.084
H 0.27 -1.51 4.94  0.073
H 0.64 -0.02 4.06  0.077
H 1.45 -0.36 5.61  0.076
H 1.90 -3.33 5.19  0.080
H 3.10 -2.18 5.79  0.076
H 3.50 -3.23 4.44  0.075
H 3.12 0.13 2.94  0.049
H 4.25 -1.17 3.34  0.084
H 3.66 -0.08 4.61  0.079
C -4.07 3.87 1.37  -0.081
C -3.19 4.42 2.44  -0.633
N -1.91 4.28 2.41  0.097
C -1.33 4.81 3.53  -0.334
C -2.18 5.39 4.42  -0.370
S -3.78 5.24 3.83  1.015
C 0.13 4.66 3.65  -0.321
C 0.95 5.19 4.60  -0.365
S 2.55 4.65 4.33  1.036
C 2.03 3.76 2.97  -0.632
N 0.75 3.85 2.73  0.080
C 2.94 2.94 2.13  -0.058
H -3.50 3.86 0.44  0.052
H -4.99 4.45 1.25  0.070
H -4.31 2.82 1.61  0.059
H -1.95 5.85 5.37  0.059
H 0.68 5.84 5.41  0.064
H 3.98 3.02 2.44  0.078
H 2.86 3.25 1.08  0.068
H 2.64 1.89 2.16  0.053
N -1.14 3.89 -0.60  0.053
C -1.12 4.76 -1.38  -0.387
N -1.08 5.85 -2.12  0.032
C -1.88 5.89 -3.16  -0.463
N -2.57 6.02 -4.09  0.047
C -5.78 0.78 -2.58  -0.104
N -4.36 0.95 -2.29  -0.052
C -3.55 1.78 -3.01  -0.907
S -2.02 1.30 -3.46  0.617
N -4.03 3.00 -3.33  -0.037
C -5.04 3.71 -2.57  -0.090
H -6.07 -0.20 -2.22  0.075
H -5.98 0.84 -3.65  0.087
H -6.40 1.52 -2.07  0.060
H -3.87 0.09 -2.10  0.082
H -3.36 3.58 -3.82  0.073
H -6.06 3.45 -2.87  0.062
H -4.90 4.77 -2.75  0.074
H -4.93 3.52 -1.50  0.076
C -2.84 -1.83 3.87  -0.019
C -3.03 -1.48 2.39  -0.501
C -2.83 -2.74 1.56  -0.010
O -2.01 -0.54 2.05  -0.057
B -2.49 0.80 1.99  -0.477
O -3.91 0.68 2.18  -0.042
C -4.33 -0.68 2.10  -0.510
C -5.46 -0.91 3.10  -0.026
C -4.86 -0.91 0.68  -0.024
H -1.83 -2.21 4.00  0.076
H -3.55 -2.59 4.21  0.080
H -2.95 -0.94 4.49  0.094
H -1.86 -3.18 1.81  0.082
H -2.81 -2.51 0.49  0.075
H -3.62 -3.47 1.75  0.086
H -5.16 -0.60 4.10  0.078
H -5.75 -1.96 3.14  0.084
H -6.33 -0.32 2.80  0.080
H -4.07 -0.70 -0.04  0.076
H -5.68 -0.22 0.50  0.084
H -5.21 -1.93 0.53  0.085

Output
charge	-2
ΔE to the lowest compared entry with this formula, charge and spin	42.7	kcal/mol
HOMO-LUMO gap	4.94	eV

---

The following is a DFT calculation (ωB97M-V/def2-TZVPD) of one molecule with the formula C5H12O.

Each line ends with the natural charge from an NBO analysis.
Geometry (Å):
C -2.41 0.83 0.58  -0.614
C -0.95 0.52 0.32  -0.407
C -0.54 -0.82 -0.37  -0.377
C 0.95 -0.79 -0.87  -0.429
C 2.04 -0.46 0.17  -0.071
O 2.98 0.54 -0.24  -0.734
H -2.70 0.74 1.64  0.211
H -3.07 0.28 -0.10  0.208
H -2.57 1.89 0.36  0.208
H -0.34 0.51 1.25  0.191
H -0.57 1.34 -0.27  0.189
H -1.12 -0.97 -1.27  0.196
H -0.73 -1.65 0.32  0.193
H 0.91 -0.07 -1.69  0.215
H 1.07 -1.83 -1.18  0.209
H 2.68 -1.35 0.25  0.182
H 1.67 -0.16 1.15  0.166
H 2.70 1.44 -0.05  0.465

Output
charge	0
SMILES	CCCCCO
ΔE to the lowest compared entry with this formula, charge and spin	22.7	kcal/mol
HOMO-LUMO gap	11.21	eV

---

The following is a DFT calculation (ωB97M-V/def2-TZVPD) of a 2-piece molecular cluster, C6H13N3 overall.

Each line ends with the natural charge from an NBO analysis.
Geometry (Å):
H -2.58 0.24 1.61  0.353
N -1.87 -0.34 1.17  -0.760
C -0.68 -0.17 1.62  0.288
N 0.36 -0.87 1.14  -0.431
C 0.16 -1.93 0.19  -0.429
C 1.69 -0.71 1.67  -0.394
H -0.39 0.57 2.39  0.148
H -0.90 -2.00 -0.04  0.265
H 0.51 -2.88 0.60  0.190
H 0.71 -1.71 -0.73  0.189
H 2.01 -1.60 2.22  0.190
H 2.40 -0.55 0.84  0.193
H 1.73 0.15 2.34  0.205
C 0.59 1.43 -2.00  -0.588
C -0.73 1.66 -1.25  -0.498
C -1.66 0.51 -1.47  0.304
N -2.32 -0.29 -1.94  -0.343
H 0.39 1.30 -3.05  0.219
H 1.25 2.28 -1.86  0.212
H 1.09 0.54 -1.62  0.209
H -1.23 2.57 -1.63  0.241
H -0.55 1.78 -0.18  0.236

Output
charge	0
SMILES	[H]/N=C/N(C)C.CCC#N
ΔE to the lowest compared entry with this formula, charge and spin	26.9	kcal/mol
HOMO-LUMO gap	9.29	eV

---

| no. | LUMO (eV) |
| --- | --- |
| 1 | 2.149 |
| 2 | 3.523 |
| 3 | 1.033 |
| 4 | 0.736 |